This record from OMol25 describes a cluster of 2 separate species, C27H48BCl2FN2O5 in total at a distorted geometry. The level of theory is wB97M-V/def2-TZVPD.

Structure (XYZ):
```
86
Properties=species:S:1:pos:R:3:forces:R:3:mulliken_charge:R:1
C -3.261 1.340 -1.884 0.1 -0.2 -0.2 -1.06
C -1.697 -1.726 2.803 0.1 -0.1 0.0 -0.19
H 4.886 -1.524 2.275 0.0 0.1 0.0 0.27
H -3.581 2.083 -2.620 0.0 0.1 0.1 0.66
H -1.588 1.321 -3.181 0.4 0.1 0.1 0.72
H 1.610 2.267 1.767 -0.1 0.2 0.2 0.30
O 1.291 2.729 0.985 0.2 -0.7 0.0 -0.56
H -0.064 2.235 -1.991 0.1 0.0 0.0 -0.26
H -1.190 -2.420 2.142 0.0 0.0 -0.1 0.46
H 3.866 2.760 -1.980 -0.3 0.0 -0.1 0.40
C 2.562 -1.698 -2.169 0.4 -0.2 0.7 -0.88
C -2.077 -0.476 2.331 0.2 -0.1 -0.4 -1.04
N 0.197 0.913 -0.457 0.0 0.2 -0.4 1.30
H -3.059 1.367 2.835 0.0 0.0 -0.1 0.44
H -5.659 0.395 -0.781 -0.1 0.1 0.0 0.37
O -1.639 -0.392 -2.084 0.2 0.0 0.7 -0.57
C -1.982 -2.104 4.101 0.1 -0.3 -0.1 -0.84
H 4.501 -1.853 3.970 0.0 0.0 0.0 0.36
H 4.448 -2.760 -2.297 0.1 0.3 0.0 0.55
B 1.330 1.952 -0.155 -0.1 0.7 0.1 0.56
C -4.318 -0.301 -3.527 0.0 -1.1 0.3 -0.81
C -1.498 4.607 1.395 0.0 -0.3 0.0 -1.89
C -0.291 0.216 0.767 -0.5 -0.6 0.8 -0.41
H -5.255 -1.972 -2.820 -0.3 0.0 -0.2 0.29
H 2.975 -1.038 -2.933 -0.2 0.0 -0.1 0.46
C -1.768 1.039 -2.140 -0.9 -0.3 0.0 0.34
C 1.936 -0.859 -1.038 0.5 -0.2 -0.1 0.33
H 2.287 -2.846 2.544 -0.1 -0.2 -0.2 0.11
H 4.119 -2.033 -0.696 0.3 0.0 -0.1 0.35
C 0.737 -0.050 -1.491 -0.1 -1.0 -0.3 -0.16
H 4.093 1.880 0.946 -0.1 -0.2 0.0 0.23
H -3.355 -0.213 -4.029 -0.1 0.2 -0.2 0.32
H -2.051 -0.997 0.303 0.2 0.1 -0.3 0.42
C -0.766 1.814 -1.249 0.5 0.6 -1.0 0.08
N -4.742 -1.714 -3.658 0.4 0.1 0.2 -0.75
C 3.685 -2.554 -1.548 -0.5 -0.5 -0.4 -0.86
O -5.522 0.603 -1.709 0.1 -0.3 0.0 -0.58
F -3.082 2.934 0.988 0.1 -0.4 0.0 -0.44
C 2.812 -3.978 0.418 -0.1 -0.6 0.1 -0.21
H 0.243 -0.726 0.887 0.2 0.1 -0.3 -0.37
C 3.435 2.725 -0.982 0.6 0.3 -0.8 -0.45
O 2.148 2.112 -1.160 1.0 -0.8 1.1 -0.13
H -5.081 0.303 -4.014 0.2 0.3 0.0 0.44
C 4.384 1.930 -0.106 0.2 0.4 0.0 -1.04
H -3.967 -0.692 -1.416 0.4 -0.1 -0.2 0.33
H 2.287 -4.242 -1.605 0.0 0.0 -0.1 0.37
Cl 1.535 3.589 -3.304 -0.5 0.2 -0.5 -0.64
H -0.500 3.889 -0.727 0.3 -0.3 0.0 0.68
H 3.389 -0.896 3.001 0.1 0.1 -0.1 0.14
H 1.734 -1.518 -0.193 -0.3 0.0 -0.1 -0.38
C -1.774 -0.125 0.889 -0.6 -0.1 0.2 0.55
C -1.700 3.188 0.872 0.2 1.2 0.3 1.26
C -2.661 -1.239 4.938 0.0 0.0 0.4 -0.50
H -1.696 -3.092 4.435 0.0 0.0 0.1 0.42
C 3.369 -3.021 2.512 0.1 0.5 0.6 -0.11
C -4.195 0.146 -2.075 -0.9 0.8 0.0 -0.08
H -2.912 -1.534 5.948 0.0 0.0 0.0 0.40
H -2.451 0.671 0.585 0.3 0.2 0.0 0.23
H 1.850 -2.396 -2.605 -0.1 0.2 -0.3 0.32
C -2.740 0.391 3.180 0.0 0.3 0.0 -0.10
H 1.820 -3.544 0.599 0.1 0.3 0.0 -0.08
H -1.168 2.546 1.569 -0.2 -0.4 -0.2 -0.03
H 3.928 -4.699 -1.251 0.1 0.1 0.0 0.35
H 3.352 3.768 -0.682 -0.4 -0.1 0.3 0.36
H 2.725 -5.031 0.722 -0.1 0.0 0.0 0.47
H 5.332 2.474 -0.128 0.0 0.0 0.1 0.47
Cl -0.550 -2.542 -1.217 -0.1 -0.1 0.1 -0.21
H -2.084 3.495 -1.169 0.0 -0.2 -0.1 0.69
C 4.079 -1.740 2.973 -0.1 -0.2 -0.1 -0.96
H 2.761 -0.225 -0.719 -0.3 0.4 0.1 -0.28
H 4.602 0.947 -0.520 -0.2 -0.1 0.1 0.22
H -1.812 4.653 2.437 -0.1 0.1 0.0 0.45
H 3.584 -3.826 3.223 0.0 -0.2 -0.2 0.42
O 3.796 -3.346 1.209 -0.3 0.3 -0.2 -0.38
H 1.075 0.509 -2.367 -0.2 0.6 0.3 0.55
H -3.455 1.783 -0.911 0.1 -0.1 0.1 0.18
H -2.087 5.303 0.799 0.1 0.1 0.0 0.43
H -0.077 -1.214 -3.074 0.1 -0.2 0.1 0.89
H -0.032 0.761 1.674 0.1 0.5 -0.3 0.91
H -3.905 -2.288 -3.610 0.0 -0.1 -0.1 0.31
C -3.025 0.012 4.481 -0.2 0.2 0.0 -0.88
C 3.181 -3.927 -1.060 0.1 0.0 0.4 -0.85
C -0.369 -0.954 -2.055 -0.2 0.3 -0.4 -0.73
H -0.441 4.863 1.350 0.0 0.1 -0.1 0.33
C -1.249 3.107 -0.581 -0.4 0.0 0.4 -2.16
H -3.563 0.703 5.117 0.0 0.0 0.1 0.43
```
Positions in Å, forces in eV/Å.

HOMO energy	-7.26	eV
maximum force	1.69	eV/Å
electronic energy	-2588.44060	hartree
Kohn-Sham gap	0.259	hartree

***

This record from OMol25 describes the ion C27H48BClFN2O5 with charge +1 at a distorted geometry. The level of theory is wB97M-V/def2-TZVPD.

Structure (XYZ):
```
85
Properties=species:S:1:pos:R:3:forces:R:3:mulliken_charge:R:1
H -3.208 1.634 3.032 0.6 -1.5 0.3 0.31
H 4.718 0.954 -0.137 -0.9 1.4 0.8 0.20
H 3.022 -0.152 -0.946 -2.0 -0.4 -0.4 -0.52
O 1.419 2.970 0.830 -0.3 -2.9 -1.4 -0.40
H 5.345 2.491 0.627 -1.6 -0.9 -0.4 0.40
C -2.821 0.620 3.367 1.1 -3.2 1.4 -0.10
Cl -0.417 -2.538 -1.280 -0.2 1.1 -0.4 -0.15
H 3.033 -0.966 -3.316 -0.8 -0.9 1.3 0.33
H 1.754 2.446 1.591 -0.5 0.7 -0.3 0.30
H 0.050 0.999 1.641 -0.2 -0.4 -2.1 0.72
H -3.936 -2.478 -3.532 -0.9 0.3 -0.2 0.31
C -2.657 -1.217 5.337 0.7 1.3 -3.1 -0.40
H -1.498 -3.191 4.703 -0.6 1.6 -0.3 0.34
H -5.279 0.049 -4.250 1.3 -0.4 1.0 0.34
C 2.822 -3.990 0.229 -0.9 -1.4 -0.1 -0.08
C -4.441 -0.496 -3.700 0.1 -0.9 1.4 -0.43
H -0.064 -1.201 -3.256 -0.2 0.3 1.9 0.64
H 1.937 -1.461 -0.308 -0.2 1.1 -1.6 -0.24
H 2.269 -2.845 2.434 1.4 -0.7 -0.4 -0.02
C 2.616 -1.639 -2.478 1.0 -0.3 1.2 -0.62
H -0.587 4.144 -0.934 -0.7 -1.9 0.4 0.54
H 3.878 -4.861 -1.538 -0.9 1.6 0.3 0.35
O 3.865 -3.472 1.083 -1.6 0.3 0.1 -0.38
C 3.170 -3.973 -1.334 0.4 -0.1 0.7 -0.64
H 1.121 0.623 -2.599 -0.7 -0.2 2.0 0.51
C 4.369 1.935 0.349 0.6 1.1 -0.4 -0.88
H -3.599 1.802 -0.996 0.5 -0.7 -1.2 0.13
O -1.672 -0.404 -2.199 1.6 0.3 1.1 -0.47
H -0.071 2.343 -2.204 -1.1 -0.9 1.4 0.67
H -2.505 0.790 0.552 1.3 -0.6 0.3 -0.06
H 4.596 -2.051 4.021 -0.6 0.3 -1.6 0.33
C -1.532 4.941 1.187 0.1 -1.0 0.1 -1.39
C -2.050 -0.313 2.418 0.0 -1.2 2.6 -0.47
O -5.663 0.451 -1.797 1.3 -0.8 0.7 -0.55
C -1.725 3.370 0.775 0.0 2.9 1.2 0.84
H 3.806 1.791 1.329 0.7 -0.1 -1.4 0.20
H 0.355 -0.582 0.861 -0.6 1.8 -0.9 -0.61
F -3.150 3.149 1.044 2.1 -0.4 -0.8 -0.40
H -0.988 -2.426 2.225 -1.0 1.2 1.1 0.30
C -3.370 1.308 -1.995 -0.2 0.2 -0.5 -0.71
B 1.376 2.103 -0.341 3.1 3.2 0.5 0.58
H -1.103 2.817 1.547 -1.1 0.1 -1.3 0.05
H 1.850 -2.373 -2.881 0.8 1.2 0.4 0.26
H 4.376 3.037 -1.567 -1.5 -0.3 1.2 0.34
H -2.915 -1.539 6.406 0.5 0.5 -1.9 0.32
H -2.217 5.576 0.533 1.0 -0.8 0.9 0.36
H -3.737 2.052 -2.803 0.6 -1.2 1.3 0.47
C -0.352 -0.930 -2.168 0.4 0.4 -1.2 -0.77
H 4.573 -2.847 -2.640 -1.0 0.8 1.2 0.41
C -1.731 0.021 0.863 -1.6 -0.9 0.9 0.49
C 0.800 0.089 -1.623 0.5 -2.4 -1.8 -0.32
C -1.798 1.032 -2.269 -1.8 0.2 -0.9 0.25
N -4.832 -1.960 -3.628 1.1 0.4 0.6 -0.73
H 3.513 -4.004 3.169 -0.2 0.8 -1.4 0.36
H -5.285 -2.107 -2.703 0.1 0.1 -1.0 0.31
H -4.064 -0.844 -1.433 0.3 1.1 -1.3 0.37
H 3.532 -0.942 2.982 1.1 -1.3 -0.1 0.11
H 4.299 -2.032 -0.955 -0.5 -0.7 -1.3 0.23
H -2.232 3.620 -1.344 1.4 -1.0 0.9 0.53
H -0.429 5.224 1.052 -1.6 -0.3 0.1 0.28
C -3.121 0.171 4.846 1.7 -2.3 -2.5 -0.56
H -3.723 0.890 5.514 1.1 -1.4 -1.1 0.33
N 0.248 1.072 -0.586 0.7 0.4 -1.1 1.39
H 2.652 -5.095 0.537 0.1 1.6 -0.6 0.39
H -1.670 1.291 -3.394 0.3 -0.1 1.9 0.45
C 2.073 -0.757 -1.212 1.2 -0.5 -0.2 0.51
H 5.091 -1.712 2.249 -1.2 -0.1 1.1 0.21
C -0.771 1.899 -1.375 0.3 1.9 -2.8 -0.55
C 3.806 -2.559 -1.840 -0.9 -1.0 -0.6 -0.60
H -2.036 -0.952 0.317 0.9 1.7 0.6 0.30
H 3.499 3.989 -0.287 -0.3 -2.0 -0.4 0.31
C -0.198 0.420 0.667 -1.0 -2.2 3.6 -0.07
H -1.796 5.062 2.299 0.3 -0.1 -1.8 0.38
H -3.446 -0.426 -4.256 -1.4 0.1 0.7 0.22
C -1.848 -2.160 4.382 -1.2 3.3 -1.7 -0.58
C -1.550 -1.717 2.928 -2.0 2.2 2.7 -0.31
C 3.621 2.916 -0.698 2.8 0.6 -0.2 -0.32
C -1.309 3.254 -0.742 -1.1 0.9 0.2 -1.60
H 2.195 -4.235 -1.888 1.4 0.5 0.8 0.27
O 2.418 2.365 -1.293 -2.5 -1.1 2.4 -0.43
C 3.375 -3.161 2.407 0.4 1.4 1.4 0.01
C -4.302 0.005 -2.154 -0.7 1.3 -0.9 -0.32
H 1.807 -3.468 0.430 1.6 -0.5 -0.3 -0.15
C 4.206 -1.873 2.958 -0.1 -0.4 -0.2 -0.77
H -5.756 0.233 -0.845 -0.2 0.4 -0.8 0.37
```
Positions in Å, forces in eV/Å.

HOMO energy	-11.29	eV
maximum force	4.47	eV/Å
electronic energy	-2127.71368	hartree
SMILES	CCOCCCCC[C@H]1[C@@H](Cl)O[C@@H](C[C@@H](O)CN)[C@@H](C[C@@H](C)F)[N@+]1(CCc1ccccc1)B(O)OCC
relative energy (zero: lowest compared OMol25 entry of this formula, charge and spin)	9.807	eV
net charge	+1
Kohn-Sham gap	0.320	hartree

***

Question: Which of these has the lowest electronic energy?
Answer: C27H48BCl2FN2O5

***

Question: The lowest maximum force belongs to which entry?
Answer: C27H48BCl2FN2O5

***

Question: Among the records above, which one has the lowest Kohn-Sham gap?
Answer: C27H48BCl2FN2O5